The following is a DFT calculation (the ωB97M-V functional and the def2-TZVPD basis) of a structure of composition C24H70AgO13S11 in a non-equilibrium geometry.

```
! wB97M-V def2-TZVPD RIJCOSX def2/J DEFGRID3
* xyz -1 1
Ag 1.31 -0.68 2.38
O -0.58 0.38 1.16
C -0.65 -0.66 0.23
C 0.65 -1.03 -0.55
O 1.77 -1.47 0.15
H -1.38 -0.36 -0.56
H -1.07 -1.56 0.74
H 0.96 -0.10 -1.09
H 0.40 -1.72 -1.38
C 4.25 0.69 -3.01
S 4.03 -1.00 -3.64
O 5.09 -1.18 -4.70
C 4.62 -1.87 -2.15
H 3.48 0.76 -2.24
H 3.95 1.35 -3.83
H 5.26 0.90 -2.67
H 5.59 -1.49 -1.85
H 4.74 -2.90 -2.48
H 3.88 -1.78 -1.35
C -5.99 2.77 1.30
S -4.25 3.23 1.57
O -3.89 2.84 2.97
C -3.53 2.00 0.45
H -6.58 3.34 2.01
H -6.07 1.72 1.58
H -6.26 2.98 0.27
H -2.45 2.05 0.63
H -3.70 2.26 -0.60
H -3.87 0.99 0.69
C 0.74 -2.65 -4.21
S -0.51 -1.37 -4.32
O -0.03 -0.44 -5.38
C -1.80 -2.46 -5.06
H 0.89 -3.11 -5.19
H 0.38 -3.42 -3.53
H 1.73 -2.28 -3.95
H -1.72 -3.47 -4.67
H -1.51 -2.56 -6.11
H -2.81 -2.09 -4.95
C 3.23 1.60 0.46
S 4.19 2.98 -0.21
O 4.06 4.12 0.74
C 5.83 2.20 0.09
H 3.35 0.68 -0.12
H 2.19 1.86 0.27
H 3.38 1.37 1.51
H 6.07 2.18 1.15
H 6.52 2.91 -0.38
H 5.95 1.24 -0.41
C -1.39 -4.25 -0.57
S -1.10 -5.69 -1.65
O -0.87 -6.89 -0.79
C -2.82 -5.80 -2.25
H -2.26 -4.43 0.07
H -1.61 -3.40 -1.22
H -0.50 -4.14 0.05
H -3.44 -6.01 -1.37
H -2.85 -6.69 -2.88
H -3.16 -4.96 -2.85
C 5.17 -0.48 3.08
S 4.38 -2.11 3.32
O 2.93 -1.82 3.61
C 4.36 -2.57 1.54
H 5.98 -0.61 2.36
H 5.60 -0.20 4.04
H 4.42 0.19 2.70
H 3.82 -3.50 1.42
H 5.37 -2.72 1.15
H 3.85 -1.71 1.09
C -3.38 0.13 -2.99
S -4.78 -0.37 -1.95
O -5.98 -0.48 -2.83
C -4.17 -2.05 -1.59
H -3.59 -0.46 -3.88
H -2.45 -0.13 -2.49
H -3.41 1.20 -3.21
H -4.86 -2.51 -0.88
H -3.23 -1.91 -1.05
H -4.03 -2.73 -2.42
C -0.72 4.08 2.03
S 0.55 5.32 1.64
O 0.16 6.63 2.28
C 1.81 4.69 2.78
H -1.55 4.14 1.33
H -1.09 4.17 3.05
H -0.25 3.09 1.96
H 2.67 5.34 2.69
H 2.17 3.70 2.49
H 1.42 4.71 3.79
C -3.43 -0.45 3.49
S -4.64 -1.81 3.50
O -6.04 -1.26 3.63
C -4.36 -2.33 1.78
H -3.80 0.11 4.35
H -3.55 0.19 2.62
H -2.43 -0.87 3.55
H -5.07 -3.09 1.44
H -3.35 -2.73 1.63
H -4.47 -1.47 1.12
C 1.47 0.86 6.19
S 1.14 1.75 4.66
O 2.04 1.24 3.57
C -0.55 1.09 4.47
H 1.20 -0.20 6.12
H 0.85 1.27 6.99
H 2.51 0.96 6.48
H -1.12 1.56 5.27
H -0.48 0.01 4.52
H -0.98 1.41 3.52
C 0.06 2.88 -1.72
S -0.47 3.15 -3.43
O -0.12 4.58 -3.74
C 0.81 2.13 -4.20
H -0.40 3.64 -1.09
H 1.13 3.13 -1.68
H -0.11 1.85 -1.40
H 1.76 2.67 -4.15
H 0.58 1.99 -5.25
H 0.83 1.21 -3.62
*
```

Its LUMO energy is 1.68 eV. The total energy is -6461.2224 hartree. As for the HOMO-LUMO gap: 6.6 eV. The HOMO energy comes out at -0.180 Eh.

---

The following is a DFT calculation (the ωB97M-V functional and the def2-TZVPD basis) of a structure of composition C25H44Cl3HgN4O3SeSi in a non-equilibrium geometry.

```
! wB97M-V def2-TZVPD RIJCOSX def2/J DEFGRID3
* xyz -1 1
C -1.51 -2.27 -2.97
C -1.07 -3.29 -1.96
H -1.32 -2.60 -4.00
H -0.97 -1.33 -2.79
H -2.59 -2.05 -2.90
C -0.58 -4.51 -2.27
C -0.42 -5.07 -3.64
H -0.30 -5.18 -1.45
H -0.61 -4.34 -4.43
H -1.07 -5.94 -3.82
H 0.60 -5.44 -3.78
Hg -1.17 1.05 -0.93
Cl -2.79 0.21 0.50
Cl 0.58 1.89 -2.15
H 0.68 4.68 4.06
H -1.43 5.84 2.78
C 1.00 4.45 3.03
C -0.97 5.45 1.87
N -0.16 4.28 2.17
H 1.62 3.55 3.04
C -0.54 3.08 1.69
O 0.14 2.05 1.73
H -1.76 5.16 1.18
H -1.56 3.14 1.25
H 1.57 5.31 2.68
H -0.35 6.22 1.41
H 1.50 -1.63 -2.63
H 2.17 -3.83 -1.41
C 2.42 -1.16 -2.21
C 3.10 -3.27 -1.19
N 2.87 -1.85 -1.02
H 2.24 -0.09 -2.00
C 2.79 -1.29 0.21
O 2.63 -0.08 0.43
H 3.56 -3.66 -0.27
H 2.89 -2.01 1.03
H 3.20 -1.26 -2.98
H 3.80 -3.42 -2.03
O -0.06 -1.92 -0.24
C -1.05 -2.79 -0.47
C 0.14 -4.46 1.08
C -1.05 -3.93 0.58
H 1.08 -4.04 0.72
C 0.11 -5.48 2.04
H -2.00 -2.20 -0.37
C -2.27 -4.42 1.04
H 1.05 -5.86 2.43
C -1.12 -5.97 2.50
C -2.30 -5.43 2.01
H -3.20 -4.01 0.64
H -1.14 -6.75 3.26
H -3.27 -5.78 2.38
Si -0.48 4.42 -4.66
Cl -0.77 2.53 -5.53
C 1.38 4.58 -4.40
C -1.69 4.28 -3.24
C -0.95 5.91 -5.73
H 1.77 3.65 -3.96
H 1.60 5.42 -3.73
H 1.89 4.76 -5.37
H -0.31 6.08 -6.60
H -0.88 6.83 -5.12
H -1.99 5.88 -6.09
H -1.46 3.34 -2.70
H -2.71 4.21 -3.64
H -1.63 5.12 -2.54
C 2.59 0.21 3.72
N 1.27 0.45 4.25
C 0.93 1.38 5.21
C -0.42 1.28 5.40
N -0.87 0.29 4.54
C -2.25 -0.12 4.40
C 0.17 -0.25 3.83
Se 0.09 -1.51 2.54
H 3.30 0.87 4.24
H 2.61 0.38 2.63
H 2.86 -0.84 3.90
H 1.67 2.02 5.68
H -1.08 1.82 6.07
H -2.68 -0.32 5.39
H -2.83 0.66 3.89
H -2.27 -1.03 3.80
*
```

Its LUMO energy is 2.14 eV. The energy relative to the best compared isomer or geometry (same formula, charge and spin) comes out at 25.8 kcal per mole. The total energy is -5648.8028 hartree. As for the HOMO-LUMO gap: 5.3 eV. The HOMO energy comes out at -0.115 Eh.

---

The following is a DFT calculation (the ωB97M-V functional and the def2-TZVPD basis) of a cluster of 2 separate species, CHF3OS2 in total in a non-equilibrium geometry.

```
! wB97M-V def2-TZVPD RIJCOSX def2/J DEFGRID3
* xyz 0 1
F -2.53 -0.03 -0.15
C -1.24 0.09 -0.15
F -1.02 0.94 -1.22
F -0.95 0.86 0.92
S -0.37 -1.42 -0.19
H 0.61 -0.90 0.35
O 2.02 0.18 0.33
S 3.48 0.29 0.12
*
```

Its LUMO energy (spin up / spin down) is -2.17 / -2.18 eV. The energy relative to the best compared isomer or geometry (same formula, charge and spin) comes out at 9.5 kcal per mole. The total energy is -1209.8355 hartree. As for the HOMO-LUMO gap (spin up / spin down): 7.8 / 7.7 eV. The HOMO energy (spin up / spin down) comes out at -0.366 / -0.364 Eh.

---

The following is a DFT calculation (the ωB97M-V functional and the def2-TZVPD basis) of an isolated molecule of C6H8O2 in a non-equilibrium geometry.

```
! wB97M-V def2-TZVPD RIJCOSX def2/J DEFGRID3
* xyz 0 1
C 1.69 -0.22 0.81
C 1.41 -0.71 -0.38
C -0.13 -0.91 -0.79
O -0.84 0.12 -1.59
C -1.49 1.04 -0.59
C -0.42 0.66 0.55
C 0.66 0.63 1.62
O -0.70 -0.76 0.44
H 2.64 -0.36 1.31
H 2.17 -0.98 -1.13
H -0.56 -1.81 -1.26
H -2.48 0.70 -0.33
H -1.41 2.06 -0.98
H 0.31 0.81 -0.19
H 0.36 0.13 2.53
H 0.97 1.66 1.84
*
```

Its LUMO energy is 0.92 eV. The energy relative to the best compared isomer or geometry (same formula, charge and spin) comes out at 128.8 kcal per mole. The total energy is -383.7049 hartree. As for the HOMO-LUMO gap: 10.2 eV. The HOMO energy comes out at -0.343 Eh.

---

The following is a DFT calculation (the ωB97M-V functional and the def2-TZVPD basis) of a structure of composition C60H70As3F18N10 in a non-equilibrium geometry.

```
! wB97M-V def2-TZVPD RIJCOSX def2/J DEFGRID3
* xyz 7 1
C 1.60 -11.06 -14.02
N 0.96 -11.42 -15.28
C 0.98 -12.68 -15.74
C 0.35 -12.89 -17.02
C -0.46 -11.91 -17.68
C -0.46 -10.65 -17.10
C 0.30 -10.49 -16.00
C -1.14 -12.30 -18.85
C -2.12 -13.33 -18.84
C -2.66 -13.86 -19.99
N -2.15 -13.44 -21.17
C -1.24 -12.42 -21.27
C -0.89 -11.67 -20.11
C -2.36 -14.24 -22.42
H 2.40 -11.75 -13.77
H 0.98 -11.09 -13.12
H 1.91 -10.01 -14.01
H 1.43 -13.43 -15.11
H 0.51 -13.85 -17.48
H -0.98 -9.85 -17.61
H 0.33 -9.53 -15.52
H -2.49 -13.69 -17.89
H -3.41 -14.63 -19.95
H -0.96 -12.08 -22.25
H -0.18 -10.86 -20.22
H -2.30 -13.68 -23.35
H -3.38 -14.61 -22.39
H -1.69 -15.09 -22.54
C -15.06 -22.06 -21.50
N -13.82 -22.05 -22.22
C -13.54 -21.04 -23.15
C -12.32 -21.11 -23.86
C -11.40 -22.17 -23.66
C -11.72 -23.20 -22.69
C -13.02 -23.18 -22.13
C -10.08 -22.11 -24.24
C -8.87 -22.47 -23.60
C -7.65 -22.21 -24.13
N -7.62 -21.75 -25.42
C -8.67 -21.36 -26.15
C -9.91 -21.58 -25.55
C -6.25 -21.46 -25.99
H -14.90 -21.71 -20.48
H -15.54 -23.04 -21.48
H -15.77 -21.31 -21.83
H -14.32 -20.30 -23.29
H -11.95 -20.37 -24.55
H -11.09 -24.05 -22.52
H -13.46 -23.98 -21.55
H -8.96 -22.68 -22.54
H -6.75 -22.41 -23.57
H -8.58 -21.00 -27.17
H -10.77 -21.23 -26.09
H -6.41 -21.24 -27.04
H -5.64 -22.32 -25.75
H -6.03 -20.61 -25.34
C -12.86 -4.98 -21.39
N -13.34 -6.20 -22.02
C -14.03 -6.15 -23.21
C -14.51 -7.22 -23.83
C -13.97 -8.43 -23.45
C -13.18 -8.54 -22.32
C -12.98 -7.35 -21.53
C -14.45 -9.67 -24.10
C -13.61 -10.48 -24.88
C -14.04 -11.80 -25.24
N -15.38 -12.01 -25.15
C -16.28 -11.20 -24.63
C -15.80 -9.99 -24.07
C -15.79 -13.36 -25.48
H -11.79 -5.15 -21.38
H -13.26 -4.98 -20.37
H -13.33 -4.07 -21.78
H -14.18 -5.17 -23.63
H -15.14 -7.15 -24.71
H -12.87 -9.54 -22.04
H -12.64 -7.49 -20.51
H -12.59 -10.14 -24.91
H -13.49 -12.67 -25.57
H -17.32 -11.48 -24.69
H -16.58 -9.31 -23.77
H -16.86 -13.47 -25.32
H -15.18 -14.01 -24.86
H -15.63 -13.69 -26.51
C -8.16 -6.87 -26.80
N -7.97 -7.98 -27.78
C -7.18 -9.04 -27.54
C -7.23 -10.19 -28.27
C -8.06 -10.24 -29.40
C -8.75 -9.01 -29.74
C -8.63 -7.93 -28.95
C -8.21 -11.60 -30.17
C -7.13 -12.45 -30.52
C -7.29 -13.67 -31.18
N -8.53 -13.85 -31.78
C -9.60 -13.11 -31.43
C -9.46 -11.99 -30.63
C -8.71 -15.03 -32.61
H -7.40 -7.00 -26.03
H -9.15 -7.01 -26.35
H -7.87 -6.01 -27.39
H -6.68 -9.03 -26.58
H -6.81 -11.09 -27.85
H -9.29 -8.96 -30.67
H -9.04 -6.99 -29.28
H -6.23 -12.26 -29.95
H -6.59 -14.48 -31.28
H -10.53 -13.41 -31.89
H -10.34 -11.44 -30.33
H -7.86 -15.23 -33.26
H -9.56 -14.68 -33.21
H -9.04 -15.87 -32.01
C -6.04 -10.52 -11.48
N -6.77 -11.39 -12.39
C -7.47 -12.40 -11.84
C -7.90 -13.39 -12.71
C -7.82 -13.26 -14.10
C -7.27 -12.07 -14.57
C -6.75 -11.06 -13.72
C -8.28 -14.37 -15.05
C -8.75 -13.95 -16.35
C -9.09 -14.91 -17.27
N -9.11 -16.24 -16.99
C -8.65 -16.63 -15.81
C -8.26 -15.77 -14.77
C -9.50 -17.20 -18.07
H -5.20 -11.15 -11.18
H -6.63 -10.32 -10.59
H -5.74 -9.64 -12.06
H -7.45 -12.56 -10.77
H -8.48 -14.19 -12.27
H -7.16 -11.90 -15.63
H -6.13 -10.22 -14.00
H -8.89 -12.91 -16.62
H -9.38 -14.64 -18.28
H -8.61 -17.71 -15.70
H -8.02 -16.16 -13.80
H -8.66 -17.34 -18.75
H -10.46 -16.88 -18.46
H -9.74 -18.17 -17.63
As -15.77 -15.45 -19.85
F -16.46 -17.04 -20.38
F -14.49 -15.72 -21.04
F -14.96 -13.84 -19.54
F -17.12 -15.14 -18.60
F -14.72 -16.22 -18.61
F -16.68 -14.56 -21.14
As -8.88 -15.76 -24.79
F -10.04 -16.32 -23.63
F -7.98 -14.94 -23.48
F -7.66 -15.29 -25.96
F -9.84 -16.53 -26.14
F -9.84 -14.30 -25.04
F -8.00 -17.27 -24.53
As -13.57 -19.30 -31.05
F -13.36 -17.77 -30.00
F -14.18 -20.21 -29.59
F -13.90 -20.67 -32.18
F -12.97 -18.25 -32.41
F -11.84 -19.76 -30.84
F -15.28 -18.83 -31.44
*
```

Its LUMO energy is -13.99 eV. The energy relative to the best compared isomer or geometry (same formula, charge and spin) comes out at 35.5 kcal per mole. The total energy is -11378.1646 hartree. As for the HOMO-LUMO gap: 3.6 eV. The HOMO energy comes out at -0.648 Eh.